Below is a structure of composition C16H45I2OP2PdSi4Te, with properties calculated with the ωB97M-V functional and the def2-TZVPD basis.

Geometry as ORCA input:
```
! wB97M-V def2-TZVPD RIJCOSX def2/J DEFGRID3
* xyz 3 5
I -6.378 3.972 -5.651
I -6.059 1.810 -7.208
Pd -1.938 0.749 -2.144
P -0.149 1.771 -3.206
C -0.506 2.793 -4.684
C 0.798 2.904 -2.123
H 1.681 3.298 -2.639
H 1.989 1.126 -4.214
H 1.101 2.347 -1.233
H 1.435 -0.022 -2.952
H -1.194 3.598 -4.411
H 0.153 3.731 -1.815
C 1.125 0.596 -3.798
H 0.413 3.223 -5.096
H 0.689 -0.053 -4.563
H -0.991 2.174 -5.444
P -3.531 -0.378 -0.893
C -5.281 -0.243 -1.420
C -3.253 -2.186 -0.800
H -2.569 0.019 1.276
H -4.283 -0.485 1.437
H -3.868 1.180 0.932
C -3.576 0.129 0.867
H -2.235 -2.353 -0.438
H -3.974 -2.663 -0.129
H -5.937 -0.815 -0.756
H -5.382 -0.618 -2.442
H -3.342 -2.615 -1.802
H -5.582 0.808 -1.411
C -3.164 1.423 -3.310
O -3.951 1.856 -4.060
C -1.213 -2.364 2.864
Si 0.557 -2.452 2.284
C 1.635 -2.826 3.761
C 0.640 -3.942 1.155
Si 1.151 -0.554 1.170
Te -0.079 -0.912 -0.971
Si 0.877 1.290 2.485
C 1.977 1.138 3.986
C 1.315 2.893 1.642
C -0.865 1.528 3.100
Si 3.297 -0.715 0.420
C 4.554 -0.957 1.778
C 3.483 -2.154 -0.763
C 3.783 0.797 -0.560
H -1.484 -3.329 3.341
H -1.882 -2.187 2.000
H -1.330 -1.559 3.610
H 1.283 -3.767 4.232
H 2.683 -2.966 3.436
H 1.573 -2.010 4.502
H -0.014 -3.789 0.273
H 1.677 -4.122 0.827
H 0.289 -4.837 1.710
H 3.036 1.071 3.673
H 1.849 2.031 4.627
H 1.701 0.238 4.566
H 0.616 3.070 0.806
H 1.206 3.720 2.372
H 2.360 2.874 1.286
H -1.531 1.729 2.242
H -1.205 0.643 3.666
H -0.887 2.409 3.774
H 4.340 -1.893 2.330
H 5.562 -1.037 1.322
H 4.543 -0.097 2.470
H 2.778 -2.044 -1.611
H 4.520 -2.168 -1.157
H 3.298 -3.108 -0.241
H 3.079 0.941 -1.402
H 3.785 1.689 0.091
H 4.806 0.653 -0.964
*
```

Values from the calculation:
* ⟨S²⟩: 6.02
* LUMO energy (alpha / beta): -10.68 / -12.60 eV
* relative energy (zero: lowest compared OMol25 entry of this formula, charge and spin): 78.2 kJ/mol
* HOMO-LUMO gap (alpha / beta): 0.1007 / 0.1362 Ha

Below is a structure of composition C24H54Br2NO8S2, with properties calculated with the ωB97M-V functional and the def2-TZVPD basis.

Geometry as ORCA input:
```
! wB97M-V def2-TZVPD RIJCOSX def2/J DEFGRID3
* xyz -1 1
C 6.928 0.805 2.541
C 6.932 -0.768 2.173
C 5.939 -1.482 3.204
C 4.869 -2.460 2.546
C 3.964 -3.026 3.776
S 3.670 -1.610 1.407
O 4.356 -0.986 0.200
O 2.797 -2.729 0.848
N 2.780 -0.473 2.323
S 1.672 0.395 1.373
O 1.056 -0.388 0.243
O 2.247 1.661 0.766
C 0.301 0.912 2.543
Br 0.250 2.817 3.067
C -0.651 -0.006 3.026
C -1.827 0.474 3.975
Br -0.604 -1.934 2.558
H 7.060 0.854 3.682
H 7.744 1.392 2.021
H 5.873 1.191 2.302
H 6.720 -0.975 1.081
H 7.996 -1.132 2.395
H 5.421 -0.737 3.887
H 6.592 -2.133 3.889
H 5.336 -3.372 2.056
H 2.888 -2.633 3.721
H 4.377 -2.615 4.762
H 3.899 -4.158 3.758
H -1.442 0.963 4.931
H -2.461 1.220 3.374
H -2.523 -0.372 4.297
C -5.390 5.561 2.513
C -4.646 4.286 2.156
O -5.069 3.152 2.905
C -6.433 2.785 2.768
C -6.829 2.436 1.344
H -5.284 5.781 3.578
H -4.996 6.403 1.939
H -6.458 5.483 2.300
H -3.585 4.422 2.377
H -4.712 4.076 1.083
H -7.080 3.568 3.177
H -6.580 1.905 3.400
H -6.713 3.286 0.668
H -7.874 2.119 1.306
H -6.202 1.626 0.960
C 1.024 -4.650 -0.484
C 1.768 -5.929 -0.813
O 1.339 -7.054 -0.049
C -0.022 -7.424 -0.190
C -0.409 -7.793 -1.611
H 1.123 -4.411 0.576
H 1.423 -3.817 -1.067
H -0.044 -4.730 -0.704
H 2.828 -5.790 -0.586
H 1.710 -6.157 -1.884
H -0.671 -6.634 0.203
H -0.174 -8.295 0.454
H -0.289 -6.954 -2.298
H -1.455 -8.110 -1.652
H 0.219 -8.609 -1.979
C -0.120 0.801 -4.714
C 0.556 -0.556 -4.779
O 1.925 -0.493 -5.150
C 2.774 0.259 -4.286
C 2.812 -0.262 -2.860
H -0.041 1.318 -5.674
H -1.178 0.685 -4.463
H 0.334 1.445 -3.958
H 0.058 -1.164 -5.539
H 0.447 -1.096 -3.832
H 2.496 1.318 -4.311
H 3.779 0.196 -4.713
H 1.833 -0.213 -2.380
H 3.509 0.320 -2.254
H 3.128 -1.309 -2.847
C -1.347 4.544 -2.125
C -2.215 3.314 -1.937
O -3.588 3.617 -1.705
C -4.253 4.334 -2.732
C -4.272 3.610 -4.067
H -1.421 5.202 -1.254
H -0.302 4.255 -2.256
H -1.645 5.125 -3.000
H -1.865 2.766 -1.058
H -2.118 2.627 -2.784
H -3.824 5.337 -2.833
H -5.284 4.475 -2.393
H -3.266 3.453 -4.460
H -4.834 4.187 -4.806
H -4.738 2.627 -3.961
*
```

Values from the calculation:
* LUMO energy: 2.22 eV
* HOMO-LUMO gap: 0.2888 Ha

Below is a cluster of 3 separate species, C34H59NO15P3 in total, with properties calculated with the ωB97M-V functional and the def2-TZVPD basis.

Geometry as ORCA input:
```
! wB97M-V def2-TZVPD RIJCOSX def2/J DEFGRID3
* xyz 1 1
C 5.616 -3.134 -3.102
C 4.744 -3.751 -1.901
C 3.199 -3.226 -1.900
C 2.167 -4.292 -2.521
C 1.084 -3.626 -3.553
C -0.422 -4.037 -3.177
C -1.185 -3.038 -2.172
C -0.289 -1.877 -1.554
C -0.328 -0.488 -2.239
P -1.368 -0.126 -3.821
C -0.163 0.270 -5.264
O -2.364 1.249 -3.586
C 0.571 0.643 -1.585
C 0.499 2.081 -2.311
O -0.431 2.858 -2.006
O 1.489 2.344 -3.280
C 1.464 0.353 -0.315
C 2.405 1.475 0.317
O 1.804 2.786 0.402
C 2.697 3.798 -0.130
C 2.320 4.672 -1.374
C 3.295 5.740 -1.988
C 2.856 6.579 -3.304
C 4.699 5.988 -1.384
C 5.079 5.165 -0.119
C 4.109 4.094 0.503
C 4.659 3.338 1.810
C 3.521 3.232 2.982
C 5.397 1.938 1.509
C 1.372 -1.113 0.252
C 2.219 -1.563 1.534
O 1.465 -2.228 2.576
C 0.900 -1.309 3.525
C -0.529 -0.686 3.166
O 1.542 -1.099 4.575
N 0.528 -2.133 -0.375
O 0.480 -3.414 0.092
H 6.730 -3.062 -2.828
H 5.255 -2.084 -3.362
H 5.557 -3.875 -3.976
H 4.810 -4.889 -1.806
H 5.194 -3.330 -0.919
H 3.093 -2.194 -2.394
H 2.929 -3.134 -0.778
H 1.609 -4.916 -1.722
H 2.789 -5.071 -3.110
H 1.258 -2.511 -3.720
H 1.311 -4.135 -4.568
H -0.998 -4.113 -4.177
H -0.395 -5.109 -2.763
H -1.656 -3.640 -1.317
H -2.074 -2.596 -2.762
H 0.897 0.481 -4.901
H -0.561 1.123 -5.930
H -0.131 -0.680 -5.914
H -3.046 1.029 -2.911
H 2.161 1.616 -3.296
H 2.841 1.210 1.336
H 3.312 1.576 -0.398
H 1.308 4.585 -1.911
H 3.760 6.707 -3.997
H 1.949 6.133 -3.830
H 2.575 7.619 -2.925
H 5.365 6.753 -1.897
H 6.114 5.382 0.337
H 5.466 4.034 2.262
H 3.203 2.154 3.182
H 2.651 3.912 2.653
H 3.939 3.726 3.939
H 5.395 1.676 0.391
H 6.457 1.952 1.947
H 4.825 1.120 2.088
H 2.988 -2.341 1.157
H 2.825 -0.731 2.024
H -1.160 -0.743 4.113
H -0.351 0.385 2.815
H -1.005 -1.372 2.388
H -0.283 -3.422 0.719
C -5.273 0.281 -0.837
O -4.359 1.171 -0.200
P -4.977 1.976 1.192
O -5.924 2.795 0.314
O -3.550 2.757 1.400
C -2.873 3.316 0.290
O -5.578 2.688 2.631
C -5.930 4.063 2.616
H -4.704 -0.411 -1.462
H -5.837 -0.289 -0.097
H -5.957 0.845 -1.473
H -3.565 3.649 -0.487
H -2.179 2.582 -0.124
H -2.295 4.177 0.633
H -6.903 4.197 2.140
H -5.173 4.663 2.106
H -6.004 4.403 3.651
C -7.270 -3.789 2.640
O -6.279 -2.994 3.286
P -4.653 -3.474 3.000
O -4.892 -4.737 3.828
O -4.118 -2.254 3.958
C -4.773 -1.977 5.187
O -3.024 -3.921 2.688
C -2.286 -4.566 3.714
H -8.199 -3.219 2.598
H -6.962 -4.042 1.624
H -7.445 -4.701 3.214
H -5.197 -2.880 5.634
H -5.562 -1.238 5.030
H -4.042 -1.556 5.879
H -2.565 -5.618 3.774
H -2.436 -4.078 4.680
H -1.225 -4.507 3.457
*
```

Values from the calculation:
* LUMO energy: -5.05 eV
* HOMO-LUMO gap: 0.1983 Ha

Below is a structure of composition C12H19CsFN4O2SSi, with properties calculated with the ωB97M-V functional and the def2-TZVPD basis.

Geometry as ORCA input:
```
! wB97M-V def2-TZVPD RIJCOSX def2/J DEFGRID3
* xyz -1 1
Cs -0.917 0.377 -1.532
C -5.815 -3.514 -0.657
O -4.760 -3.764 0.273
C -3.594 -3.139 -0.033
O -3.430 -2.425 -0.984
N -2.661 -3.436 0.917
N -1.456 -2.743 0.891
H -6.629 -4.174 -0.372
H -5.489 -3.724 -1.674
H -6.134 -2.474 -0.602
H -2.999 -3.856 1.767
H -0.680 -3.363 1.060
H -1.438 -1.964 1.537
C 4.226 -0.227 0.879
Si 2.967 0.335 -0.436
C 3.707 1.837 -1.341
C 2.904 -1.039 -1.738
N 1.391 0.524 0.146
C 0.961 1.444 1.022
C 1.752 2.460 1.634
C 1.230 3.415 2.483
C -0.121 3.423 2.815
C -0.932 2.428 2.283
C -0.397 1.490 1.433
F -1.262 0.507 0.976
H 5.213 -0.453 0.466
H 3.851 -1.131 1.366
H 4.354 0.530 1.657
H 4.682 1.621 -1.786
H 3.826 2.700 -0.682
H 3.035 2.140 -2.149
H 3.906 -1.270 -2.112
H 2.294 -0.735 -2.593
H 2.479 -1.954 -1.319
H 2.810 2.463 1.399
H 1.893 4.171 2.890
H -0.528 4.180 3.472
H -1.985 2.370 2.531
S -2.236 3.430 -5.590
C -2.070 2.210 -4.533
N -1.947 1.333 -3.762
*
```

Values from the calculation:
* LUMO energy: 1.90 eV
* relative energy (zero: lowest compared OMol25 entry of this formula, charge and spin): 95.1 kJ/mol
* HOMO-LUMO gap: 0.2236 Ha